Below is C32H54F24Li2N7O16S8 as an isolated structure, with properties calculated with ωB97M-V/def2-TZVPD.

For the lowest unoccupied orbital energy (spin up / spin down), the calculation gives -4.2152 / -8.8256 eV. The calculation puts the HOMO energy (spin up / spin down) at -10.835 / -10.835 eV. The frontier orbital gap (spin up / spin down) comes out at 0.2433 / 0.0739 Eh. As for the net charge: +2. As for the multiplicity: 2. Its expectation value of S² is 0.76.

Element x y z (Å)
Li: -22.141 -12.089 -10.438
Li: -20.505 -12.919 -14.316
C: -20.476 -6.502 -18.583
C: -20.862 -7.582 -19.618
C: -19.915 -7.621 -20.891
N: -20.550 -8.176 -22.170
C: -21.418 -9.481 -21.876
C: -19.459 -8.456 -23.319
C: -20.076 -8.033 -24.672
C: -21.465 -7.512 -24.207
C: -21.490 -7.159 -22.831
H: -20.476 -5.438 -18.818
H: -19.415 -6.601 -18.354
H: -20.941 -6.780 -17.637
H: -21.904 -7.552 -19.934
H: -20.938 -8.543 -19.109
H: -19.134 -8.347 -20.661
H: -19.419 -6.671 -21.086
H: -22.341 -9.064 -21.473
H: -20.838 -10.168 -21.261
H: -21.743 -9.839 -22.853
H: -19.404 -9.539 -23.214
H: -18.489 -8.125 -22.948
H: -20.181 -8.778 -25.461
H: -19.399 -7.336 -25.165
H: -22.220 -8.236 -24.513
H: -21.569 -6.568 -24.743
H: -22.475 -7.087 -22.369
H: -20.954 -6.222 -22.683
C: -21.336 -2.196 -15.562
C: -22.123 -3.037 -14.573
C: -21.820 -4.599 -14.686
N: -22.721 -5.532 -13.846
C: -22.919 -5.050 -12.417
C: -22.473 -7.033 -14.022
C: -23.431 -7.701 -14.982
C: -24.644 -6.900 -14.638
C: -24.150 -5.466 -14.509
H: -21.373 -1.125 -15.360
H: -21.801 -2.358 -16.534
H: -20.253 -2.274 -15.650
H: -23.184 -2.790 -14.591
H: -21.879 -2.743 -13.552
H: -20.826 -4.822 -14.296
H: -21.782 -4.942 -15.720
H: -23.526 -4.148 -12.482
H: -21.969 -4.812 -11.938
H: -23.476 -5.788 -11.840
H: -22.700 -7.453 -13.043
H: -21.439 -7.153 -14.344
H: -23.712 -8.754 -14.968
H: -23.378 -7.389 -16.025
H: -25.054 -7.033 -13.636
H: -25.405 -6.981 -15.414
H: -24.931 -4.901 -14.001
H: -24.189 -4.947 -15.467
C: -9.800 -8.812 -16.667
C: -10.767 -10.020 -16.378
C: -11.768 -9.491 -15.330
N: -12.916 -10.491 -14.887
C: -13.846 -10.699 -16.118
C: -12.423 -11.811 -14.297
C: -13.480 -12.287 -13.288
C: -14.111 -10.982 -12.727
C: -13.679 -9.929 -13.676
H: -8.864 -9.155 -17.108
H: -9.531 -8.302 -15.742
H: -10.315 -8.105 -17.317
H: -10.233 -10.892 -15.999
H: -11.200 -10.352 -17.321
H: -12.429 -8.677 -15.628
H: -11.183 -9.414 -14.413
H: -13.508 -11.614 -16.604
H: -13.638 -9.821 -16.730
H: -14.892 -10.604 -15.827
H: -12.313 -12.553 -15.089
H: -11.479 -11.598 -13.797
H: -14.236 -12.902 -13.778
H: -13.092 -12.851 -12.440
H: -15.200 -10.955 -12.668
H: -13.736 -10.623 -11.768
H: -14.396 -9.131 -13.870
H: -12.910 -9.411 -13.103
C: -29.191 -10.598 -19.733
F: -29.659 -11.292 -20.706
F: -28.178 -9.927 -20.248
F: -30.111 -9.702 -19.302
S: -28.535 -11.790 -18.349
O: -28.576 -11.085 -17.109
O: -29.471 -12.889 -18.524
N: -27.029 -12.246 -19.067
S: -26.087 -11.323 -18.218
O: -26.367 -9.893 -18.339
O: -25.831 -11.806 -16.861
C: -24.416 -11.619 -19.175
F: -24.170 -12.919 -19.336
F: -24.462 -10.942 -20.363
F: -23.402 -11.026 -18.466
C: -22.237 -16.232 -12.779
F: -23.359 -15.451 -13.068
F: -22.445 -17.094 -11.721
F: -21.868 -16.999 -13.812
S: -20.750 -15.072 -12.237
O: -21.216 -13.776 -11.705
O: -19.983 -15.814 -11.253
N: -20.176 -14.824 -13.833
S: -18.897 -15.684 -13.790
O: -17.837 -15.333 -12.790
O: -19.224 -17.094 -13.835
C: -18.182 -15.148 -15.542
F: -17.609 -13.990 -15.526
F: -17.344 -16.122 -15.960
F: -19.204 -14.986 -16.416
C: -19.406 -11.127 -17.313
F: -19.759 -12.412 -17.474
F: -18.177 -11.065 -16.809
F: -19.466 -10.520 -18.545
S: -20.645 -10.319 -16.025
O: -20.536 -8.898 -16.326
O: -22.000 -10.881 -16.354
N: -20.133 -11.070 -14.512
S: -19.343 -9.967 -13.885
O: -18.285 -9.384 -14.688
O: -20.152 -8.981 -13.169
C: -18.647 -10.880 -12.267
F: -17.842 -11.847 -12.693
F: -17.933 -10.032 -11.463
F: -19.705 -11.435 -11.589
C: -19.976 -13.370 -6.328
F: -20.751 -14.199 -5.569
F: -20.528 -12.188 -6.099
F: -18.712 -13.559 -5.851
S: -20.119 -14.031 -8.122
O: -20.833 -15.305 -8.155
O: -20.758 -13.091 -8.976
N: -18.499 -14.565 -8.459
S: -17.872 -13.472 -9.333
O: -18.277 -13.756 -10.661
O: -18.001 -12.135 -8.736
C: -16.003 -13.796 -8.982
F: -15.673 -15.072 -8.932
F: -15.359 -13.078 -9.869
F: -15.686 -13.140 -7.819